The following is a DFT calculation (ωB97M-V with the def2-TZVPD basis set) of one molecule with the formula C10H9NS2.

```
22
Properties=species:S:1:pos:R:3:forces:R:3:mulliken_charge:R:1
C -2.329 1.240 0.862 0.6 -1.5 0.4 -0.584
C -1.524 2.212 0.377 0.3 1.1 -1.7 -0.544
C -1.982 -0.107 0.710 -2.3 0.8 1.1 -0.627
C -0.341 1.810 -0.300 0.2 1.4 1.5 -0.474
C -0.860 -0.497 0.126 1.6 -0.7 -1.9 0.521
C 0.035 0.476 -0.290 0.9 0.2 -1.2 0.291
C 0.462 -2.209 -1.124 1.3 0.9 -0.7 -0.083
C 2.453 0.377 0.151 1.1 1.0 -1.5 0.183
C -0.711 -1.944 -0.303 -0.7 1.1 1.5 -0.759
C 1.391 0.020 -0.869 -1.6 -1.3 2.0 -0.249
N 1.455 -1.397 -1.314 -1.3 -1.3 -0.3 -0.631
S 3.593 1.503 -0.213 -0.4 -0.4 0.0 -0.223
S 2.427 -0.415 1.646 0.7 -0.9 1.1 -0.181
H -3.176 1.473 1.420 -1.5 0.4 0.6 0.434
H -1.927 3.261 0.357 1.0 -1.0 0.2 0.321
H -2.640 -0.898 1.003 -0.7 -0.1 0.4 0.428
H 0.328 2.646 -0.590 -0.2 -1.0 -0.2 0.339
H 0.303 -3.195 -1.648 1.4 0.9 0.3 0.319
H -0.677 -2.470 0.653 0.2 -0.7 -0.2 0.366
H -1.610 -2.294 -0.821 0.0 0.1 0.1 0.423
H 1.567 0.590 -1.718 0.6 1.0 -1.6 0.560
H 3.764 -0.182 1.887 -1.0 0.0 0.1 0.171
```
Forces are in eV/Å.

The structure (SMILES) is S=C(S)[C@H]1N=CCc2ccccc21. Its gap between HOMO and LUMO is 8.239 eV.